# 1
Formula: C40H116N10O13
Source: OMol25
Level of theory: the ωB97M-V functional and the def2-TZVPD basis

Geometry (Å):
O -3.186 -2.706 -1.431
H -2.675 -1.909 -1.183
H -4.115 -2.439 -1.303
O -2.287 -1.847 -4.014
H -3.054 -1.296 -3.841
H -2.440 -2.635 -3.472
O -5.395 -1.206 -0.801
H -6.113 -1.510 -1.367
H -5.776 -1.187 0.103
C 4.769 -4.164 -1.845
C 4.347 -3.923 -0.407
C 5.601 -3.483 0.338
O 5.347 -3.199 1.698
C 6.467 -3.136 2.526
N 3.293 -2.895 -0.324
H 5.107 -3.215 -2.271
H 3.873 -4.460 -2.391
H 5.554 -4.895 -2.035
H 3.898 -4.816 0.037
H 5.991 -2.562 -0.120
H 6.367 -4.268 0.281
H 6.145 -2.915 3.543
H 7.027 -2.210 2.289
H 7.204 -3.938 2.443
H 3.603 -2.202 0.345
H 3.113 -2.497 -1.242
C 2.344 -2.091 3.241
C 0.997 -2.644 2.839
C -0.212 -2.140 3.618
O 0.046 -2.319 4.981
C -0.785 -1.676 5.895
N 0.740 -2.494 1.401
H 3.057 -2.283 2.440
H 2.745 -2.480 4.180
H 2.353 -1.003 3.391
H 0.966 -3.726 3.015
H -1.110 -2.658 3.265
H -0.323 -1.062 3.405
H -1.839 -1.928 5.712
H -0.713 -0.583 5.843
H -0.590 -1.961 6.928
H 1.466 -3.014 0.912
H 0.821 -1.539 1.023
C 3.337 3.088 4.365
C 2.832 3.999 3.240
C 3.157 5.487 3.438
O 4.548 5.552 3.757
C 5.056 6.868 3.686
N 3.374 3.524 1.967
H 4.411 3.255 4.392
H 3.048 2.069 4.122
H 2.943 3.393 5.336
H 1.759 3.979 3.005
H 2.594 5.924 4.276
H 2.936 6.111 2.567
H 6.139 6.775 3.577
H 4.780 7.437 4.575
H 4.780 7.397 2.766
H 2.931 3.886 1.122
H 4.286 3.958 1.800
C -1.364 4.403 -3.533
C -2.675 5.053 -3.990
C -3.008 4.549 -5.374
O -4.067 5.379 -5.843
C -4.698 4.953 -7.026
N -3.722 4.658 -3.030
H -0.533 4.611 -4.205
H -1.483 3.343 -3.316
H -1.131 4.907 -2.589
H -2.524 6.132 -3.996
H -3.210 3.469 -5.353
H -2.166 4.607 -6.079
H -3.947 4.775 -7.805
H -5.323 5.779 -7.365
H -5.316 4.056 -6.926
H -3.636 3.645 -2.954
H -4.634 4.761 -3.469
C 4.939 0.253 -2.307
C 4.231 0.037 -3.656
C 2.773 -0.399 -3.551
O 2.687 -1.652 -2.933
C 1.373 -2.178 -2.938
N 4.188 1.319 -4.391
H 5.847 -0.349 -2.227
H 4.236 -0.126 -1.563
H 5.282 1.259 -2.074
H 4.816 -0.637 -4.290
H 2.467 -0.482 -4.604
H 2.132 0.383 -3.129
H 0.816 -2.000 -3.870
H 0.789 -1.671 -2.164
H 1.367 -3.266 -2.894
H 5.127 1.705 -4.448
H 3.945 1.234 -5.376
C -4.113 -2.847 1.864
C -5.403 -3.436 2.428
C -6.686 -3.029 1.699
O -6.793 -1.617 1.585
C -8.163 -1.265 1.474
N -5.306 -4.881 2.611
H -4.021 -3.264 0.865
H -3.238 -2.917 2.508
H -4.241 -1.757 1.838
H -5.610 -3.007 3.427
H -7.505 -3.443 2.298
H -6.770 -3.498 0.709
H -8.333 -0.224 1.204
H -8.644 -1.382 2.451
H -8.685 -1.901 0.754
H -6.234 -5.202 2.870
H -4.659 -5.133 3.343
C -4.175 1.500 2.173
C -3.222 0.978 3.255
C -2.401 2.053 3.971
O -1.326 1.456 4.644
C -0.053 2.051 4.430
N -3.923 0.136 4.224
H -4.783 2.362 2.497
H -4.933 0.779 1.876
H -3.694 1.991 1.318
H -2.509 0.398 2.660
H -3.055 2.541 4.705
H -2.088 2.852 3.290
H 0.287 1.827 3.412
H 0.627 1.680 5.189
H -0.226 3.131 4.512
H -4.275 -0.662 3.698
H -4.769 0.583 4.563
C 2.604 3.556 -1.884
C 1.460 3.358 -2.868
C 0.364 4.385 -2.813
O 0.100 4.702 -1.452
C -0.869 5.691 -1.294
N 1.892 3.127 -4.251
H 2.294 3.145 -0.914
H 2.729 4.596 -1.562
H 3.507 3.006 -2.124
H 1.065 2.364 -2.615
H -0.533 4.022 -3.321
H 0.695 5.292 -3.336
H -0.540 6.663 -1.685
H -1.089 5.879 -0.242
H -1.844 5.487 -1.752
H 2.194 3.915 -4.813
H 2.698 2.481 -4.221
C -1.905 0.832 -1.710
C -0.898 0.035 -0.879
C 0.210 0.920 -0.317
O 1.104 0.078 0.419
C 2.331 0.705 0.804
N -1.625 -0.772 0.084
H -2.734 0.152 -1.915
H -1.539 1.223 -2.656
H -2.366 1.638 -1.130
H -0.457 -0.735 -1.524
H -0.262 1.511 0.487
H 0.713 1.612 -0.995
H 2.201 1.151 1.788
H 2.606 1.431 0.038
H 3.179 0.028 0.919
H -1.063 -1.174 0.831
H -2.351 -0.283 0.606
C -1.182 -5.654 -1.742
C -0.699 -5.961 -0.323
C 0.822 -6.088 -0.280
O 1.254 -6.878 -1.374
C 2.647 -6.842 -1.531
N -1.113 -4.921 0.615
H -0.807 -6.452 -2.393
H -0.726 -4.754 -2.164
H -2.267 -5.631 -1.824
H -1.182 -6.904 -0.045
H 1.127 -6.541 0.671
H 1.304 -5.102 -0.313
H 3.053 -5.835 -1.502
H 2.927 -7.272 -2.492
H 3.148 -7.437 -0.759
H -0.392 -4.207 0.732
H -1.978 -4.496 0.308

highest occupied orbital energy = -6.64 eV
charge = 0
orbital gap = 7.01 eV
total energy = -84861.879 eV
relative energy (zero: lowest compared OMol25 entry of this formula, charge and spin) = 13.539 eV

=====

# 2
Formula: C12H33O2PS2
Source: OMol25
Level of theory: the ωB97M-V functional and the def2-TZVPD basis

Geometry (Å):
C 1.528 0.800 1.991
C 1.325 2.389 1.642
C 0.063 2.730 0.653
C -1.084 3.708 1.333
C -2.277 2.899 2.118
C -3.716 3.303 1.400
C -5.033 2.660 2.174
C -5.597 1.350 1.330
P -5.046 -0.313 2.146
H 2.578 0.717 2.553
H 1.632 0.100 1.043
H 0.738 0.378 2.779
H 1.187 3.036 2.626
H 2.347 2.759 1.155
H 0.511 3.357 -0.258
H -0.403 1.760 0.149
H -0.559 4.550 1.987
H -1.597 4.275 0.417
H -2.105 1.744 2.217
H -2.354 3.325 3.230
H -3.816 4.483 1.545
H -3.728 3.055 0.244
H -5.925 3.448 2.260
H -4.752 2.380 3.276
H -6.767 1.312 1.248
H -5.169 1.392 0.234
H -5.826 -1.013 1.148
H -3.664 0.132 1.937
H -5.613 0.078 3.444
H -4.538 -1.556 2.668
C 0.612 -3.206 0.756
S 2.331 -3.144 0.192
O 2.699 -1.700 0.026
C 2.010 -3.816 -1.458
H 0.564 -2.793 1.766
H -0.021 -2.613 0.092
H 0.271 -4.243 0.774
H 1.291 -3.186 -1.986
H 1.624 -4.834 -1.368
H 2.951 -3.835 -2.013
C 4.826 -1.399 -4.318
S 4.410 -3.086 -4.822
O 4.171 -3.883 -3.574
C 6.060 -3.512 -5.432
H 3.942 -0.943 -3.867
H 5.638 -1.416 -3.587
H 5.124 -0.818 -5.195
H 6.795 -3.399 -4.632
H 6.317 -2.863 -6.272
H 6.048 -4.551 -5.768

highest occupied orbital energy = -8.13 eV
charge = 0
orbital gap = 8.81 eV
total energy = -48025.393 eV

=====

# 3
Formula: C12H30ClMg2O6
Source: OMol25
Level of theory: the ωB97M-V functional and the def2-TZVPD basis

Geometry (Å):
Mg -3.846 -13.985 -7.200
Mg 0.244 -11.959 -8.017
Cl -1.981 -12.697 -7.833
C -5.029 -14.718 -10.271
O -4.756 -13.850 -9.149
C -5.712 -12.804 -9.133
C -5.386 -11.820 -7.993
O -5.059 -12.454 -6.770
C -4.851 -11.539 -5.647
H -6.048 -14.722 -10.658
H -4.610 -15.683 -9.988
H -4.313 -14.435 -11.042
H -6.759 -13.075 -9.003
H -5.771 -12.132 -9.989
H -6.263 -11.176 -7.943
H -4.535 -11.215 -8.306
H -5.234 -11.919 -4.699
H -5.354 -10.584 -5.800
H -3.779 -11.372 -5.539
C 1.701 -14.650 -9.178
O 1.201 -13.727 -8.159
C 1.582 -14.134 -6.854
C 0.601 -13.505 -5.869
O 0.466 -12.140 -6.109
C 0.119 -11.456 -4.811
H 1.292 -15.651 -9.046
H 2.791 -14.642 -9.139
H 1.373 -14.337 -10.169
H 2.580 -13.775 -6.602
H 1.461 -15.217 -6.831
H 0.916 -13.782 -4.863
H -0.333 -14.036 -6.054
H 0.885 -11.613 -4.052
H -0.788 -11.941 -4.450
H 0.031 -10.405 -5.088
C -0.739 -12.036 -10.971
O 0.395 -11.981 -10.060
C 1.436 -11.155 -10.497
C 2.663 -11.216 -9.504
O 2.184 -11.284 -8.189
C 3.089 -10.843 -7.179
H -1.164 -11.036 -10.886
H -1.608 -12.591 -10.619
H -0.580 -12.201 -12.037
H 1.066 -10.132 -10.559
H 1.745 -11.440 -11.503
H 3.329 -10.399 -9.783
H 3.200 -12.152 -9.654
H 4.101 -11.235 -7.283
H 2.893 -11.208 -6.171
H 3.188 -9.767 -7.031

highest occupied orbital energy = -19.07 eV
charge = +3
orbital gap = 8.16 eV
total energy = -48603.437 eV
relative energy (zero: lowest compared OMol25 entry of this formula, charge and spin) = 0.000 eV

=====

# 4
Formula: C52H134N10O16
Source: OMol25
Level of theory: the ωB97M-V functional and the def2-TZVPD basis

Geometry (Å):
C -9.333 3.180 17.623
O -10.042 4.358 17.953
C -10.275 4.552 19.381
C -11.305 5.685 19.624
C -10.788 7.081 19.276
N -11.669 5.792 21.056
H -9.176 3.164 16.544
H -9.792 2.222 17.869
H -8.377 3.287 18.134
H -10.596 3.628 19.861
H -9.308 4.757 19.841
H -12.193 5.463 19.032
H -10.465 7.105 18.236
H -9.895 7.280 19.870
H -11.352 7.980 19.525
H -11.742 4.814 21.297
H -10.955 6.149 21.675
C -5.049 -4.706 17.527
O -5.203 -3.987 16.279
C -4.082 -3.941 15.431
C -4.374 -2.999 14.271
C -5.493 -3.508 13.363
N -3.223 -2.794 13.417
H -4.504 -4.116 18.263
H -4.466 -5.561 17.185
H -5.962 -5.127 17.950
H -3.297 -3.353 15.906
H -3.766 -4.962 15.215
H -4.652 -1.991 14.580
H -6.511 -3.401 13.736
H -5.360 -4.590 13.384
H -5.497 -3.170 12.326
H -2.470 -2.496 14.020
H -3.386 -1.957 12.875
C -12.813 -10.756 15.459
O -14.173 -10.869 15.072
C -14.316 -11.776 13.983
C -15.770 -11.708 13.441
C -16.843 -11.851 14.516
N -16.137 -12.815 12.601
H -12.756 -10.293 16.444
H -12.331 -10.057 14.775
H -12.243 -11.680 15.355
H -13.718 -11.326 13.191
H -13.884 -12.755 14.192
H -15.927 -10.721 13.006
H -17.868 -11.709 14.172
H -16.816 -11.059 15.264
H -16.801 -12.741 15.143
H -16.131 -13.654 13.163
H -17.082 -12.789 12.245
C -13.013 -3.279 9.738
O -13.294 -2.005 10.305
C -12.926 -0.874 9.522
C -13.270 0.477 10.215
C -14.759 0.713 10.634
N -12.879 1.561 9.350
H -13.200 -3.920 10.600
H -12.005 -3.411 9.346
H -13.744 -3.560 8.980
H -11.875 -0.870 9.233
H -13.362 -0.867 8.523
H -12.641 0.558 11.101
H -15.389 1.054 9.812
H -14.896 1.532 11.340
H -15.154 -0.190 11.100
H -13.189 2.449 9.717
H -13.390 1.400 8.494
C -20.372 5.065 11.927
O -19.634 6.235 11.563
C -20.363 7.275 10.920
C -19.525 8.556 10.839
N -18.374 8.382 9.974
C -17.352 9.402 10.087
C -16.496 9.215 11.314
O -15.603 8.102 11.202
C -14.674 8.283 12.225
H -19.628 4.322 12.214
H -20.961 4.750 11.066
H -21.039 5.141 12.785
H -21.243 7.476 11.530
H -20.568 6.909 9.913
H -19.210 8.753 11.864
H -20.049 9.455 10.514
H -17.950 7.593 10.441
H -17.802 10.395 10.060
H -16.688 9.438 9.224
H -17.192 9.202 12.153
H -15.909 10.132 11.263
H -15.165 8.631 13.133
H -13.924 9.011 11.916
H -14.153 7.341 12.391
C -24.722 -2.857 15.773
O -23.670 -3.680 15.206
C -22.402 -3.339 15.741
C -21.442 -4.266 15.072
N -21.219 -3.870 13.718
C -20.282 -4.762 12.986
C -20.428 -4.421 11.504
O -21.684 -4.920 11.024
C -21.891 -4.688 9.641
H -25.657 -3.410 15.691
H -24.833 -1.910 15.246
H -24.596 -2.685 16.843
H -22.370 -3.410 16.828
H -22.080 -2.338 15.451
H -21.806 -5.288 15.186
H -20.555 -4.176 15.699
H -22.094 -3.824 13.215
H -20.530 -5.798 13.216
H -19.262 -4.586 13.328
H -19.631 -4.860 10.905
H -20.380 -3.333 11.445
H -21.073 -5.099 9.049
H -21.958 -3.609 9.500
H -22.812 -5.133 9.263
C 2.926 -11.673 4.146
O 2.075 -12.407 4.986
C 1.140 -13.214 4.318
C -0.008 -12.569 3.480
N -1.008 -11.957 4.366
C -2.160 -11.498 3.622
C -3.311 -10.988 4.556
O -3.123 -9.594 4.811
C -3.944 -9.005 5.768
H 2.371 -11.002 3.490
H 3.542 -12.316 3.518
H 3.568 -11.008 4.723
H 0.614 -13.736 5.117
H 1.572 -14.087 3.829
H -0.483 -13.257 2.780
H 0.445 -11.767 2.897
H -0.667 -11.274 5.026
H -2.542 -12.309 3.002
H -1.856 -10.724 2.917
H -3.319 -11.669 5.407
H -4.237 -11.175 4.012
H -4.965 -8.802 5.443
H -3.524 -8.049 6.081
H -3.901 -9.621 6.667
C -12.339 2.133 -2.531
O -13.543 2.542 -1.850
C -14.527 1.517 -2.022
C -15.469 1.397 -0.807
N -14.739 1.085 0.426
C -15.607 0.977 1.617
C -15.896 2.292 2.247
O -14.704 2.992 2.361
C -14.910 4.408 2.461
H -12.562 2.160 -3.597
H -11.898 1.170 -2.273
H -11.495 2.781 -2.298
H -14.079 0.551 -2.252
H -15.208 1.731 -2.845
H -16.215 0.637 -1.040
H -16.142 2.254 -0.787
H -14.042 1.751 0.726
H -14.968 0.393 2.280
H -16.467 0.329 1.446
H -16.464 2.141 3.164
H -16.604 2.785 1.582
H -15.643 4.907 1.828
H -14.048 5.030 2.222
H -15.155 4.638 3.498
C -14.445 -2.290 19.377
O -15.004 -1.443 20.406
C -15.972 -0.625 19.946
C -16.749 0.166 21.043
N -17.710 -0.629 21.819
C -18.209 0.308 22.849
C -19.054 -0.485 23.896
O -18.301 -1.381 24.675
C -18.526 -1.366 26.048
H -15.168 -3.085 19.194
H -13.478 -2.680 19.695
H -14.381 -1.730 18.444
H -16.726 -1.032 19.272
H -15.559 0.075 19.220
H -17.239 1.050 20.635
H -15.936 0.495 21.690
H -17.234 -1.438 22.192
H -18.848 1.072 22.406
H -17.444 0.829 23.425
H -19.847 -0.984 23.340
H -19.663 0.214 24.469
H -19.545 -1.704 26.236
H -18.394 -0.355 26.431
H -17.852 -2.009 26.614
C -12.893 -12.481 5.970
O -12.195 -13.287 6.926
C -13.091 -14.220 7.542
C -12.411 -15.126 8.651
N -13.374 -16.139 9.092
C -12.895 -16.903 10.178
C -13.952 -17.982 10.537
O -15.058 -17.293 11.137
C -16.261 -18.012 11.226
H -13.358 -13.097 5.200
H -12.306 -11.768 5.392
H -13.644 -11.822 6.405
H -13.495 -14.826 6.731
H -13.927 -13.633 7.924
H -11.983 -14.467 9.406
H -11.519 -15.597 8.237
H -14.172 -15.733 9.559
H -12.603 -16.237 10.990
H -11.996 -17.456 9.905
H -13.421 -18.689 11.174
H -14.188 -18.485 9.600
H -16.156 -18.990 11.695
H -16.731 -18.113 10.248
H -16.937 -17.453 11.873

highest occupied orbital energy = -8.42 eV
charge = 0
orbital gap = 9.03 eV
SMILES = COC[C@H](C)N.COC[C@H](C)N.COC[C@H](C)N.COC[C@H](C)N.COCCNCCOC.COCCNCCOC.COCCNCCOC.COCCNCCOC.COCCNCCOC.COCCNCCOC
total energy = -103741.770 eV
relative energy (zero: lowest compared OMol25 entry of this formula, charge and spin) = 7.733 eV